An isolated molecule of C3H7N at a distorted geometry. Source: the Open Molecules 2025 dataset; level of theory: wB97M-V/def2-TZVPD.

XYZ file:
```
11
Properties=species:S:1:pos:R:3:forces:R:3:lowdin_charge:R:1
C -0.6525 -0.7655 0.9899 -1.1 0.9 -1.2 0.01
C -0.0076 0.1443 0.0562 3.0 0.4 0.6 -0.59
C 0.5575 -0.5823 -1.1690 -0.6 0.9 -0.5 -0.05
N 0.1244 1.4142 0.1952 0.6 -0.3 -0.4 0.03
H -0.3702 -1.7984 0.9062 -0.5 -0.4 -0.3 0.08
H -1.3779 -0.3427 0.1610 -1.3 -1.9 1.0 0.15
H -1.1108 -0.4442 1.9115 0.5 0.4 0.3 0.08
H -0.0337 -1.4178 -1.5380 0.2 -0.3 0.2 0.07
H 1.5919 -0.8447 -0.9610 0.0 -0.3 0.3 0.08
H 0.6173 0.1749 -1.9450 -0.1 0.0 -0.2 0.07
H 0.9707 1.6798 0.6905 -0.7 0.5 0.4 0.05
```
Positions in Å, forces in eV/Å.

ΔE to the lowest compared entry with this formula, charge and spin: 68.3 kcal per mole
Net charge: 0
Highest occupied orbital energy: -7.6 eV
SMILES: CC(C)=N
LUMO level: 0.033 Ha
Multiplicity: 1
Molar mass: 57.10 g mol⁻¹
Strongest force on any atom: 0.0611 hartree/bohr

***

A cluster of 2 separate species, C3H9NO3 in total at a distorted geometry. Source: the Open Molecules 2025 dataset; level of theory: wB97M-V/def2-TZVPD.

XYZ file:
```
16
Properties=species:S:1:pos:R:3:forces:R:3:lowdin_charge:R:1
C -0.1337 0.4158 0.7167 1.9 -0.7 -1.6 -0.22
C -2.8564 -0.3367 0.0832 0.0 -0.2 -0.3 -0.18
C 2.3808 0.6202 -0.5760 -0.1 -0.1 0.0 -0.07
N 1.5392 -0.1166 0.3476 0.4 0.0 0.9 -0.15
O -0.2775 0.3039 -0.5732 -0.5 0.0 0.5 -0.08
O -2.0312 0.7826 0.1346 -1.5 0.4 0.3 -0.16
O 1.6453 -1.4779 0.2079 -0.1 0.2 -0.1 -0.01
H 1.6214 -1.6926 -0.7427 0.0 0.1 0.1 0.11
H 0.0347 1.3971 1.1611 -0.1 0.0 0.1 0.12
H -0.4181 -0.3945 1.3901 -0.1 0.0 0.0 0.12
H -3.6584 -0.2213 0.8288 0.2 0.1 0.0 0.09
H -2.3207 -1.2712 0.3219 0.0 0.2 0.0 0.08
H -3.3241 -0.4536 -0.9028 0.1 0.0 0.1 0.08
H 2.2388 0.3103 -1.6182 0.0 0.0 0.1 0.09
H 2.1352 1.6763 -0.4878 0.0 0.0 0.0 0.09
H 3.4246 0.4582 -0.2910 -0.1 0.0 0.0 0.09
```
Positions in Å, forces in eV/Å.

ΔE to the lowest compared entry with this formula, charge and spin: 199.7 kcal per mole
Net charge: 0
Highest occupied orbital energy (spin up / spin down): -8.9 / -8.7 eV
LUMO level (spin up / spin down): -0.011 / 0.000 Ha
Multiplicity: 1
Molar mass: 107.11 g mol⁻¹
Strongest force on any atom: 0.0506 hartree/bohr

***

A structure of composition C13H26BiO5P. Source: the Open Molecules 2025 dataset; level of theory: wB97M-V/def2-TZVPD.

XYZ file:
```
46
Properties=species:S:1:pos:R:3:forces:R:3:lowdin_charge:R:1
Bi -0.4209 -0.7803 -1.8985 -0.4 -0.3 0.2 1.83
O -2.1860 -3.9936 0.5947 -0.3 -0.3 0.0 0.25
C -1.9042 -3.1542 -0.3361 0.3 0.2 -0.2 -0.43
O -0.9192 -2.3959 -0.2949 0.0 0.1 -0.1 -0.11
C -2.8324 -3.2202 -1.5218 -0.1 -0.2 0.0 -0.07
O -2.6926 -2.0854 -2.3398 0.2 0.1 0.1 -0.24
C -3.7452 -1.1087 -2.2930 -0.2 0.1 0.0 -0.06
C -3.3555 0.1869 -1.5886 -0.1 -0.1 -0.3 -0.54
O -4.1618 1.0060 -1.2966 0.0 -0.1 0.1 0.19
O -2.0326 0.3792 -1.3610 0.3 0.0 0.0 -0.34
H -1.5644 -4.0330 1.3389 0.2 0.1 0.0 0.18
H -3.8560 -3.3891 -1.1844 0.0 0.1 0.0 0.16
H -2.5384 -4.1048 -2.0975 0.0 0.0 0.0 0.18
H -4.6390 -1.4986 -1.8074 0.0 -0.1 0.0 0.15
H -4.0106 -0.8632 -3.3225 0.0 0.0 0.0 0.16
C 1.0269 3.2274 0.6882 0.0 0.0 0.0 -0.07
C 0.4335 2.2323 -0.3096 0.1 -0.3 0.0 -0.52
C 0.8721 2.5309 -1.7477 0.0 0.0 0.2 -0.10
P 0.8008 0.4626 0.0698 0.4 0.4 0.4 0.97
C 0.2168 -0.0234 1.7560 0.1 0.0 -0.3 -0.51
C -1.1578 0.6025 2.0163 0.0 0.0 0.0 -0.08
C 1.2262 0.3244 2.8544 0.0 0.0 0.0 -0.07
C 2.5561 -0.0105 -0.3004 -0.3 0.0 0.1 -0.54
C 3.6444 0.7878 0.4148 0.0 0.1 0.0 -0.07
C 2.7140 -1.5179 -0.0575 0.0 0.1 0.0 -0.10
H 0.7637 4.2352 0.3652 0.0 0.0 0.0 0.10
H 2.1131 3.1653 0.7320 0.0 0.1 0.0 0.07
H 0.6275 3.0930 1.6918 0.0 0.0 0.0 0.07
H -0.6587 2.2731 -0.2529 0.0 0.0 0.0 0.10
H 1.9582 2.5403 -1.8461 0.0 -0.1 0.0 0.09
H 0.5064 3.5141 -2.0409 0.0 0.0 0.0 0.11
H 0.4604 1.8129 -2.4721 0.0 0.1 -0.1 0.04
H 0.1190 -1.1099 1.6938 0.0 0.0 0.0 0.09
H -1.0699 1.6682 2.2274 0.0 0.0 0.0 0.09
H -1.6003 0.1363 2.8965 0.0 0.0 0.0 0.10
H -1.8503 0.4757 1.1843 0.0 0.0 0.0 0.06
H 1.5364 1.3679 2.8108 0.0 0.0 0.1 0.08
H 2.1119 -0.3082 2.8178 0.0 0.0 0.0 0.07
H 0.7458 0.1612 3.8196 0.0 0.0 0.0 0.10
H 2.6407 0.1920 -1.3764 0.0 0.0 0.0 0.10
H 3.5909 0.6748 1.4959 0.0 0.0 0.0 0.08
H 3.6127 1.8482 0.1718 0.0 0.0 0.0 0.07
H 4.6140 0.4093 0.0888 0.0 0.0 0.0 0.10
H 2.7804 -1.7336 1.0091 -0.1 0.0 0.0 0.09
H 3.6352 -1.8683 -0.5214 0.0 0.0 0.0 0.10
H 1.8888 -2.1089 -0.4706 0.0 -0.1 0.0 0.04
```
Positions in Å, forces in eV/Å.

ΔE to the lowest compared entry with this formula, charge and spin: 2.8 kcal per mole
Net charge: +2
Highest occupied orbital energy: -16.5 eV
LUMO level: -0.294 Ha
Multiplicity: 1
Molar mass: 502.30 g mol⁻¹
Strongest force on any atom: 0.0140 hartree/bohr

***

A structure of composition C37H60AsGeN2PtSi4Te at a distorted geometry. Source: the Open Molecules 2025 dataset; level of theory: wB97M-V/def2-TZVPD.

XYZ file:
```
107
Properties=species:S:1:pos:R:3:forces:R:3:lowdin_charge:R:1
Pt 0.1615 0.0191 0.9678 -0.3 0.7 0.3 0.53
C 1.7259 2.6561 5.0742 0.1 -0.1 0.1 -0.22
Si 1.4900 1.1071 6.1062 -0.1 0.1 0.0 0.34
C 3.1406 0.2304 6.1468 -0.1 -0.1 0.0 -0.20
C 1.0618 1.6058 7.8636 0.1 0.0 -0.1 -0.20
Si -0.4292 -0.0782 5.4368 -0.3 0.1 0.0 0.10
Te -1.0214 -0.8508 3.0898 0.1 -0.2 0.1 0.45
Si -2.3392 1.2071 6.0222 0.2 0.0 -0.1 0.33
C -2.0572 3.0185 5.6253 0.0 0.0 0.1 -0.21
C -3.8195 0.6267 5.0301 0.0 0.0 0.0 -0.23
C -2.6990 1.0354 7.8542 -0.1 0.0 -0.1 -0.21
Si -0.7052 -2.1250 6.5710 0.1 0.0 -0.1 0.31
C -0.2807 -1.8948 8.3805 0.0 -0.1 0.0 -0.21
C 0.4116 -3.4472 5.8479 0.0 0.0 0.0 -0.22
C -2.4849 -2.6741 6.3742 0.1 0.0 0.0 -0.21
H 2.6096 3.1947 5.4142 0.1 0.1 0.1 0.04
H 0.8777 3.3328 5.1483 -0.1 0.1 0.0 0.02
H 1.8947 2.3997 4.0279 0.2 0.0 0.0 0.00
H 3.8375 0.8834 6.6765 0.1 0.0 0.0 0.04
H 3.5447 0.0380 5.1556 0.0 0.0 -0.1 0.01
H 3.1061 -0.7189 6.6798 0.0 -0.1 0.1 0.03
H 1.9048 2.1351 8.3068 0.1 0.1 0.1 0.04
H 0.8489 0.7422 8.4891 0.0 -0.1 0.1 0.02
H 0.1993 2.2663 7.9030 -0.1 0.1 0.0 0.02
H -1.7205 3.1463 4.6006 0.0 0.0 -0.2 0.00
H -1.3265 3.4712 6.2942 0.1 0.0 0.1 0.02
H -2.9886 3.5747 5.7361 -0.1 0.0 0.0 0.04
H -3.7214 0.9207 3.9859 0.0 0.0 -0.1 0.00
H -4.7292 1.0806 5.4259 -0.1 0.1 0.0 0.04
H -3.9421 -0.4533 5.0598 0.0 -0.1 0.0 0.01
H -1.8156 1.1829 8.4694 0.1 0.0 0.1 0.01
H -3.1134 0.0585 8.0945 0.0 -0.1 0.0 0.02
H -3.4339 1.7860 8.1479 -0.1 0.0 0.0 0.04
H 0.7772 -1.6714 8.5103 0.1 0.0 0.0 0.02
H -0.4887 -2.8177 8.9234 0.0 -0.1 0.0 0.04
H -0.8566 -1.1001 8.8477 -0.1 0.1 0.0 0.02
H 1.4390 -3.3230 6.1876 0.1 0.0 0.0 0.02
H 0.4119 -3.4365 4.7586 0.0 0.0 -0.1 0.00
H 0.0774 -4.4337 6.1697 0.0 -0.1 0.1 0.04
H -3.1818 -1.9992 6.8651 -0.1 0.1 0.1 0.02
H -2.6162 -3.6639 6.8115 0.0 -0.1 0.1 0.04
H -2.7609 -2.7377 5.3227 0.0 0.0 -0.1 0.01
C 1.3461 -0.3619 -0.4009 -0.4 0.5 -0.9 -0.39
Ge 3.3019 -0.4432 -0.0742 0.3 -0.1 0.4 0.94
C 4.3592 -0.7815 -1.6560 -0.1 0.0 -0.1 -0.29
C 5.6959 -1.1451 -1.5007 0.0 0.0 0.0 -0.11
C 6.5229 -1.2709 -2.6059 0.0 0.0 0.1 -0.07
C 6.0243 -1.0340 -3.8764 0.0 0.0 -0.1 -0.07
C 4.6985 -0.6717 -4.0443 0.0 0.0 0.0 -0.08
C 3.8731 -0.5430 -2.9378 -0.1 0.0 0.0 -0.11
C 3.5924 -1.7412 1.3341 -0.1 -0.1 0.0 -0.28
C 4.2451 -2.9475 1.0897 0.0 0.0 0.0 -0.10
C 4.3158 -3.9257 2.0703 0.0 0.0 0.0 -0.07
C 3.7208 -3.7171 3.3034 0.0 0.0 0.1 -0.06
C 3.0549 -2.5288 3.5556 0.0 0.1 0.0 -0.08
C 2.9960 -1.5472 2.5783 0.0 0.1 0.0 -0.15
C 3.6703 1.3872 0.5067 -0.1 0.0 0.0 -0.29
C 4.1979 1.6908 1.7571 0.0 0.0 0.0 -0.10
C 4.4336 3.0104 2.1233 0.0 0.0 0.1 -0.08
C 4.1393 4.0407 1.2473 0.0 0.1 0.0 -0.08
C 3.6180 3.7533 -0.0070 0.0 0.0 0.0 -0.09
C 3.3860 2.4354 -0.3717 0.0 0.0 0.0 -0.13
H 1.0270 -0.3115 -1.4498 0.1 -0.6 -0.1 -0.04
H 6.1035 -1.3238 -0.5135 0.0 0.0 0.0 0.10
H 7.5586 -1.5505 -2.4744 0.0 0.0 0.0 0.11
H 6.6710 -1.1300 -4.7369 0.0 0.0 0.0 0.11
H 4.3083 -0.4906 -5.0353 0.0 0.0 -0.1 0.11
H 2.8380 -0.2585 -3.0854 0.0 0.0 0.0 0.09
H 4.6926 -3.1376 0.1240 0.0 0.0 -0.1 0.09
H 4.8213 -4.8583 1.8641 0.0 0.0 0.0 0.11
H 3.7745 -4.4811 4.0670 0.0 0.0 0.0 0.11
H 2.5734 -2.3662 4.5099 0.0 0.0 0.0 0.08
H 2.4594 -0.6256 2.7946 0.0 0.0 0.0 0.06
H 4.4458 0.8948 2.4479 0.0 0.0 0.0 0.10
H 4.8536 3.2325 3.0945 0.0 0.0 0.1 0.11
H 4.3303 5.0651 1.5329 0.0 0.1 0.0 0.11
H 3.4069 4.5538 -0.7028 0.0 0.0 0.0 0.11
H 2.9999 2.2244 -1.3628 0.0 0.0 -0.1 0.10
N -0.2168 2.9575 2.5023 0.0 0.1 0.0 -0.03
N 0.2544 2.3657 1.2866 0.3 0.0 0.2 -0.14
H 0.0334 3.9464 2.5275 0.1 -0.2 0.0 0.09
H 0.2608 2.4943 3.2720 -0.3 0.1 -0.3 0.00
H 1.2284 2.6096 1.0726 -0.2 0.0 0.0 0.06
H -0.3267 2.7203 0.5308 0.2 -0.1 0.1 0.07
C -3.5194 0.0717 0.4301 0.0 0.0 0.2 -0.27
As -1.7991 -0.0665 -0.4314 0.2 -0.3 -0.2 1.00
C -1.9687 -1.7103 -1.4230 0.0 -0.1 0.0 -0.25
C -1.8709 1.3567 -1.7803 0.2 0.1 0.1 -0.30
C -2.9594 1.1603 -2.7923 0.0 0.0 0.0 -0.32
C -4.2084 1.7438 -2.6076 0.0 0.0 0.0 -0.06
C -5.2114 1.5750 -3.5491 0.0 0.0 0.0 -0.07
C -4.9757 0.8202 -4.6873 0.0 0.0 0.0 -0.07
C -3.7345 0.2319 -4.8786 0.0 0.0 0.0 -0.07
C -2.7334 0.4010 -3.9368 0.0 0.0 0.0 -0.07
H -4.2911 0.0802 -0.3396 0.0 0.0 0.0 0.04
H -3.5635 0.9859 1.0230 0.0 -0.1 0.0 0.04
H -3.6492 -0.7886 1.0872 0.0 0.1 0.0 0.02
H -2.8470 -1.6619 -2.0659 0.0 0.0 0.0 0.04
H -2.0710 -2.5244 -0.7060 0.0 0.0 0.0 0.04
H -1.0771 -1.8804 -2.0249 0.0 0.0 0.0 0.03
H -0.8842 1.4003 -2.2486 -0.1 0.0 0.0 0.08
H -2.0228 2.2860 -1.2240 0.0 0.0 0.0 0.08
H -4.3935 2.3488 -1.7285 0.0 0.0 0.0 0.11
H -6.1748 2.0395 -3.3959 0.0 0.0 0.0 0.11
H -5.7513 0.7022 -5.4301 0.0 0.0 0.0 0.11
H -3.5438 -0.3559 -5.7655 0.0 0.0 0.0 0.11
H -1.7622 -0.0502 -4.0997 0.0 0.0 0.0 0.11
```
Positions in Å, forces in eV/Å.

Net charge: +1
Highest occupied orbital energy: -9.6 eV
LUMO level: -0.149 Ha
Multiplicity: 1
Molar mass: 1115.46 g mol⁻¹
Strongest force on any atom: 0.0220 hartree/bohr

***

A cluster of 2 separate species, C8H17NO6P3S in total. Source: the Open Molecules 2025 dataset; level of theory: wB97M-V/def2-TZVPD.

XYZ file:
```
36
Properties=species:S:1:pos:R:3:forces:R:3:lowdin_charge:R:1
C 1.4016 -3.2416 1.5710 -0.1 -0.2 -0.3 -0.04
C 1.4595 -2.0007 0.7059 0.6 0.5 0.2 -0.37
N 1.5078 -2.2272 -0.7611 -0.2 -0.2 0.1 0.16
C 0.8406 -1.3785 -1.4490 0.0 0.1 -0.1 0.04
C -0.0053 -0.5236 -0.6167 -0.6 -0.3 0.2 -0.20
C 0.3894 -0.8620 0.8389 0.2 0.0 -0.1 -0.77
P -1.0144 -1.1501 2.0394 0.3 -0.2 0.6 0.88
P -2.5667 -2.5100 1.2992 -0.1 0.0 -0.1 0.24
O -3.7185 -2.0900 2.0782 -0.1 -0.1 0.0 -0.27
O -2.8021 -2.4481 -0.2866 0.1 0.2 0.0 -0.15
O -2.0838 -4.0052 1.5880 0.2 0.2 0.0 -0.15
P 1.3506 0.5747 1.5714 -0.1 0.1 -0.4 0.36
S 2.3602 1.5666 0.2593 0.0 0.0 0.0 0.25
H 1.4059 -2.9319 2.6166 -0.1 -0.1 0.0 0.10
H 2.2937 -3.8505 1.4068 0.0 0.0 0.0 0.10
H 0.5288 -3.8708 1.3947 0.0 0.1 0.1 0.06
H 2.4438 -1.5539 0.9088 0.0 -0.1 0.0 0.12
H 2.0881 -2.9543 -1.1670 0.1 0.1 0.0 0.19
H 0.8723 -1.3690 -2.5342 0.0 0.0 0.0 0.17
H -0.0214 0.5243 -0.9166 0.3 0.1 -0.1 0.07
H -1.0320 -0.8654 -0.8288 0.0 0.2 0.0 0.12
H -1.7279 0.0219 1.7308 -0.1 0.0 -0.2 -0.04
H -2.1723 -2.8910 -0.8649 -0.1 -0.1 0.0 0.07
H -1.5890 -4.4660 0.9029 -0.2 -0.1 0.0 0.07
H 2.1156 -0.0672 2.5580 -0.1 -0.1 0.1 0.01
H 0.3843 1.2602 2.3247 0.0 0.0 0.0 -0.02
C -0.5197 4.6810 -0.7378 0.1 0.1 0.0 -0.10
C -0.0685 5.1911 -2.0960 -0.1 0.1 0.1 -0.09
O 0.3833 3.9819 -2.7302 0.0 0.1 -0.1 0.08
C -0.2190 2.9451 -2.1467 0.0 -0.2 0.0 -0.60
O -0.1724 1.8136 -2.5423 0.0 0.1 0.0 0.11
O -0.8846 3.3224 -1.0404 0.0 0.0 0.1 0.05
H -1.3779 5.2043 -0.3281 -0.1 -0.1 0.0 0.14
H 0.2913 4.6644 -0.0090 0.0 0.0 0.0 0.13
H -0.8901 5.6014 -2.6828 0.0 0.0 0.0 0.14
H 0.7487 5.9040 -2.0568 0.1 -0.1 0.0 0.14
```
Positions in Å, forces in eV/Å.

Net charge: +1
Highest occupied orbital energy: -12.4 eV
LUMO level: -0.154 Ha
Multiplicity: 1
Molar mass: 348.21 g mol⁻¹
Strongest force on any atom: 0.0162 hartree/bohr